DFT (ωB97M-V with the def2-TZVPD basis set) results for 12 unconnected molecules or ions with the total composition C58H136Br4N8O8.

CARTESIAN COORDINATES (ANGSTROEM)
1 C -6.28 -2.99 -10.16
2 C -6.41 -1.57 -9.66
3 C -7.57 -1.51 -8.69
4 C -7.57 -0.33 -7.76
5 C -6.39 -0.34 -6.88
6 C -5.03 -0.30 -7.75
7 N -5.11 -1.27 -8.87
8 O -4.03 -2.08 -9.13
9 C -3.96 -0.73 -6.74
10 C -4.79 1.08 -8.30
11 C -6.68 -0.70 -10.86
12 H -5.56 -3.15 -10.96
13 H -7.13 -3.38 -10.71
14 H -6.25 -3.81 -9.44
15 H -7.61 -2.49 -8.20
16 H -8.50 -1.50 -9.24
17 H -8.40 -0.36 -7.05
18 H -7.72 0.58 -8.34
19 H -6.41 -1.22 -6.25
20 H -6.40 0.44 -6.12
21 H -2.95 -0.70 -7.15
22 H -4.17 -1.64 -6.19
23 H -4.03 0.02 -5.95
24 H -3.72 1.07 -8.54
25 H -4.76 1.91 -7.59
26 H -5.43 1.48 -9.09
27 H -6.89 0.37 -10.81
28 H -7.56 -1.12 -11.34
29 H -5.83 -0.70 -11.54
30 C -5.98 -1.71 5.92
31 C -6.51 -0.56 5.04
32 C -6.18 -0.84 3.55
33 C -7.05 -0.02 2.54
34 C -8.53 -0.43 2.67
35 C -9.05 -0.17 4.16
36 N -8.04 -0.56 5.22
37 O -8.46 -0.45 6.58
38 C -10.36 -1.07 4.30
39 C -9.30 1.33 4.31
40 C -5.84 0.70 5.49
41 H -4.90 -1.71 6.09
42 H -6.19 -2.71 5.55
43 H -6.46 -1.72 6.90
44 H -6.53 -1.84 3.30
45 H -5.11 -0.70 3.41
46 H -6.84 -0.17 1.48
47 H -7.00 1.03 2.83
48 H -8.68 -1.49 2.45
49 H -9.09 0.14 1.93
50 H -11.01 -0.60 3.56
51 H -10.93 -1.04 5.23
52 H -10.16 -2.08 3.94
53 H -9.74 1.48 5.29
54 H -10.01 1.75 3.60
55 H -8.41 1.94 4.17
56 H -4.75 0.62 5.41
57 H -6.06 0.90 6.54
58 H -6.23 1.59 5.02
59 C 7.16 1.72 0.05
60 C 8.61 2.10 -0.16
61 C 8.90 3.61 -0.16
62 C 8.92 4.39 1.20
63 C 9.93 3.62 2.10
64 C 9.61 2.14 2.35
65 N 9.40 1.44 0.98
66 O 9.79 0.07 0.88
67 C 8.31 2.06 3.13
68 C 10.75 1.47 3.08
69 C 9.11 1.45 -1.46
70 H 7.07 0.65 0.23
71 H 6.61 1.94 -0.87
72 H 6.69 2.32 0.83
73 H 8.24 4.09 -0.88
74 H 9.90 3.68 -0.59
75 H 7.92 4.46 1.64
76 H 9.30 5.38 0.95
77 H 9.99 4.15 3.05
78 H 10.93 3.64 1.69
79 H 8.40 2.47 4.13
80 H 8.01 1.03 3.33
81 H 7.36 2.47 2.77
82 H 10.94 1.99 4.02
83 H 11.70 1.53 2.55
84 H 10.62 0.41 3.29
85 H 8.55 1.78 -2.34
86 H 9.11 0.37 -1.57
87 H 10.14 1.67 -1.74
88 C -1.30 -5.95 -1.55
89 C -1.39 -6.33 -0.09
90 N -2.81 -6.67 0.40
91 C -2.66 -7.52 1.68
92 C -3.58 -5.36 0.73
93 C -4.19 -4.69 -0.60
94 C -3.49 -7.62 -0.65
95 C -4.83 -8.32 -0.23
96 O -4.87 -9.30 0.75
97 C -6.15 -9.43 1.31
98 H -1.64 -6.65 -2.31
99 H -0.25 -5.82 -1.81
100 H -1.62 -4.94 -1.79
101 H -0.98 -5.66 0.66
102 H -0.79 -7.24 -0.12
103 H -3.59 -7.68 2.22
104 H -1.98 -6.95 2.32
105 H -2.24 -8.51 1.47
106 H -2.84 -4.74 1.24
107 H -4.27 -5.51 1.56
108 H -3.75 -5.03 -1.54
109 H -4.03 -3.62 -0.47
110 H -5.26 -4.86 -0.71
111 H -2.76 -8.39 -0.89
112 H -3.55 -7.11 -1.61
113 H -5.34 -8.68 -1.12
114 H -5.50 -7.50 0.02
115 H -6.92 -9.42 0.54
116 H -6.33 -8.68 2.09
117 H -6.13 -10.38 1.85
118 C 5.58 -2.54 11.33
119 C 5.57 -1.34 10.33
120 N 4.71 -1.48 9.02
121 C 3.15 -1.47 9.43
122 C 4.88 -0.20 8.08
123 C 4.11 -0.23 6.68
124 C 5.01 -2.86 8.37
125 C 6.50 -3.12 8.00
126 O 6.93 -2.25 6.94
127 C 8.38 -1.96 6.80
128 H 4.59 -2.95 11.51
129 H 6.01 -2.23 12.28
130 H 6.06 -3.44 10.95
131 H 6.59 -1.09 10.05
132 H 5.25 -0.40 10.78
133 H 3.01 -2.36 10.04
134 H 2.47 -1.43 8.57
135 H 2.98 -0.53 9.95
136 H 5.94 -0.27 7.83
137 H 4.54 0.67 8.64
138 H 4.43 -0.85 5.84
139 H 4.07 0.82 6.37
140 H 3.04 -0.36 6.81
141 H 4.44 -2.88 7.44
142 H 4.54 -3.63 8.99
143 H 6.69 -4.10 7.56
144 H 7.16 -3.00 8.86
145 H 8.90 -2.24 5.89
146 H 9.06 -2.40 7.54
147 H 8.42 -0.87 6.85
148 C -2.63 9.70 1.40
149 N -1.51 9.38 0.30
150 C -1.95 10.00 -1.02
151 C -0.25 10.12 0.73
152 C -1.29 7.85 0.16
153 C -0.33 7.32 -0.85
154 O 0.97 7.90 -0.69
155 H -2.96 10.73 1.52
156 H -2.34 9.14 2.29
157 H -3.55 9.17 1.15
158 H -2.92 9.57 -1.27
159 H -1.15 9.73 -1.71
160 H -2.06 11.08 -0.98
161 H 0.14 9.54 1.57
162 H -0.38 11.17 1.00
163 H 0.45 10.12 -0.10
164 H -2.27 7.37 0.06
165 H -0.97 7.60 1.18
166 H -0.61 7.66 -1.85
167 H -0.44 6.24 -0.94
168 H 1.37 7.34 -0.02
169 C -0.23 -0.62 -0.06
170 N 0.72 0.53 0.50
171 C -0.02 1.16 1.67
172 C 2.02 -0.06 1.03
173 C 0.90 1.69 -0.58
174 C 1.68 1.20 -1.84
175 O 0.86 0.49 -2.67
176 H -0.99 -0.06 -0.61
177 H -0.59 -1.23 0.77
178 H 0.38 -1.15 -0.80
179 H 0.07 0.44 2.48
180 H -1.02 1.53 1.45
181 H 0.51 2.08 1.88
182 H 2.65 -0.43 0.23
183 H 1.71 -0.87 1.70
184 H 2.50 0.73 1.60
185 H 1.42 2.51 -0.08
186 H -0.08 2.11 -0.80
187 H 2.66 0.75 -1.65
188 H 1.92 2.11 -2.41
189 H 0.18 1.13 -2.92
190 C 2.17 0.39 -8.21
191 N 3.35 1.26 -8.63
192 C 3.45 1.31 -10.18
193 C 3.17 2.71 -8.07
194 C 4.73 0.69 -8.11
195 C 4.79 0.14 -6.72
196 O 4.33 -1.13 -6.71
197 H 2.11 0.44 -7.12
198 H 2.54 -0.53 -8.66
199 H 1.31 0.80 -8.72
200 H 2.52 1.74 -10.56
201 H 3.45 0.28 -10.54
202 H 4.36 1.84 -10.48
203 H 3.11 2.55 -6.99
204 H 2.25 3.10 -8.50
205 H 3.99 3.39 -8.31
206 H 5.49 1.45 -8.31
207 H 5.02 -0.10 -8.80
208 H 4.22 0.66 -5.95
209 H 5.83 0.07 -6.40
210 H 4.24 -1.46 -5.82
211 Br 4.88 -3.32 -2.17
212 Br -0.26 -3.00 5.18
213 Br 3.80 4.99 2.40
214 Br -0.79 3.77 -5.20

Calculated values
E_tot   -370769.7256 eV
Charge   +4
HOMO-LUMO gap   0.46 eV
LUMO energy   -10.5 eV

Atomic partial charges in e from the Löwdin method, atoms 1 to 2: number 1, C, carries -0.047; number 2, C, carries -0.445